[1]
Computed, not measured: 2 unconnected molecules or ions with the total composition C2H7NO3 at a distorted geometry, with ωB97M-V with the def2-TZVPD basis set.

As for the structure (SMILES): NCC(=O)O.O. The total charge is 0. The largest force on an atom is 2.01 eV/Å. For the orbital gap, the calculation gives 10.01 eV. The calculation puts the relative energy (zero: lowest compared OMol25 entry of this formula, charge and spin) at 21.4 kcal/mol. Its molar mass is 93.08 Da. For the highest occupied orbital energy, the calculation gives -9.51 eV.

Structure (XYZ):
```
13
C2H7NO3 ωB97M-V with the def2-TZVPD basis set
O -0.61 -1.85 0.72
C -0.46 -1.48 -0.40
O -1.22 -1.95 -1.44
C 0.49 -0.45 -0.93
N 1.41 0.15 0.02
H -1.48 -2.85 -1.20
H 1.20 -0.96 -1.58
H -0.07 0.23 -1.56
H 1.09 1.01 0.45
H 1.92 -0.44 0.65
H -1.14 3.46 1.50
H -0.67 2.11 1.74
O -0.46 3.02 2.02
```

Table of natural (NBO) atomic charges, one value per atom, all in e: number 1, O, carries -0.572; number 2, C, carries 0.770; number 3, O, carries -0.707; number 4, C, carries -0.346; number 5, N, carries -0.849; number 6, H, carries 0.493; number 7, H, carries 0.227; number 8, H, carries 0.232; number 9, H, carries 0.369; number 10, H, carries 0.383; number 11, H, carries 0.463; number 12, H, carries 0.461; number 13, O, carries -0.924

[2]
Computed, not measured: a molecular structure, C2H7NO3 at a distorted geometry, with ωB97M-V with the def2-TZVPD basis set.

The total charge is 0. The largest force on an atom is 10.99 eV/Å. For the orbital gap, the calculation gives 9.34 eV. The calculation puts the relative energy (zero: lowest compared OMol25 entry of this formula, charge and spin) at 64.9 kcal/mol. Its molar mass is 93.08 Da. For the highest occupied orbital energy, the calculation gives -9.10 eV.

Structure (XYZ):
```
13
C2H7NO3 ωB97M-V with the def2-TZVPD basis set
H 0.15 0.26 -1.60
O -1.08 0.21 -1.65
N 1.24 0.56 -0.96
H -1.40 -0.44 -2.28
H 1.72 1.36 -1.32
H 1.84 -0.27 -0.99
C 0.66 0.90 0.33
H 1.28 1.44 1.03
H -0.17 1.60 0.17
C -0.10 -0.32 0.93
O 0.31 -0.77 1.98
O -1.06 -0.75 0.19
H -0.99 -0.20 -0.83
```

Table of natural (NBO) atomic charges, one value per atom, all in e: number 1, H, carries 0.463; number 2, O, carries -0.875; number 3, N, carries -0.770; number 4, H, carries 0.492; number 5, H, carries 0.400; number 6, H, carries 0.407; number 7, C, carries -0.370; number 8, H, carries 0.221; number 9, H, carries 0.213; number 10, C, carries 0.756; number 11, O, carries -0.636; number 12, O, carries -0.736; number 13, H, carries 0.436

[3]
Computed, not measured: 2 unconnected molecules or ions with the total composition C2H7NO3 at a distorted geometry, with ωB97M-V with the def2-TZVPD basis set.

As for the structure (SMILES): CNC(=O)O.O. The total charge is 0. The largest force on an atom is 4.66 eV/Å. For the orbital gap, the calculation gives 10.27 eV. The calculation puts the relative energy (zero: lowest compared OMol25 entry of this formula, charge and spin) at 24.9 kcal/mol. Its molar mass is 93.08 Da. For the highest occupied orbital energy, the calculation gives -9.80 eV.

Structure (XYZ):
```
13
C2H7NO3 ωB97M-V with the def2-TZVPD basis set
C -2.23 -1.34 -0.47
N -0.95 -1.93 -0.11
C 0.08 -1.18 0.37
O -0.21 0.15 0.38
O 1.25 -1.54 0.27
H -2.93 -2.14 -0.71
H -1.93 -0.53 -1.15
H -2.69 -0.79 0.36
H -0.55 -2.62 -0.72
H 0.61 0.63 0.21
H 1.26 5.25 -0.16
H 1.94 4.19 -1.00
O 1.93 4.56 -0.11
```

Table of natural (NBO) atomic charges, one value per atom, all in e: number 1, C, carries -0.430; number 2, N, carries -0.634; number 3, C, carries 0.872; number 4, O, carries -0.713; number 5, O, carries -0.651; number 6, H, carries 0.218; number 7, H, carries 0.206; number 8, H, carries 0.212; number 9, H, carries 0.408; number 10, H, carries 0.511; number 11, H, carries 0.468; number 12, H, carries 0.466; number 13, O, carries -0.933

These records have LUMO level values of 0.50; 0.24; 0.46 eV, in the order they appear.